i) 2 unconnected molecules or ions with the total composition C4H13NOS, computed with wB97M-V/def2-TZVPD.

Results
Structure (SMILES)   CCNCCS.O
HOMO level   -0.3204 Ha

```
20
Properties=species:S:1:pos:R:3:mulliken_charge:R:1
C -0.2730 -0.3139 -2.2802 -0.52
N -0.0194 0.1497 -0.9321 -0.23
C 0.3050 -0.8576 0.0766 -0.47
C -0.7897 -1.1101 1.1122 -0.75
S -0.6326 0.0157 2.5682 -0.21
C -1.7292 -0.7375 -2.5458 -1.06
H -0.0682 0.4990 -2.9709 0.32
H 0.3433 -1.1877 -2.4990 0.35
H -0.7401 0.7946 -0.6307 0.20
H 1.2394 -0.5779 0.5663 0.40
H 0.5247 -1.7890 -0.4374 0.28
H -1.7658 -0.9273 0.6848 0.36
H -0.7046 -2.1164 1.5205 0.31
H -1.7483 0.7299 2.3814 0.11
H -2.3977 0.1131 -2.4040 0.31
H -1.8017 -1.1611 -3.5454 0.37
H -2.0341 -1.5484 -1.8713 0.26
H 2.4724 1.9682 -0.5997 0.32
H 3.1906 3.3007 -0.7816 0.31
O 3.3091 2.4213 -0.4110 -0.65
```

***

ii) 3 unconnected molecules or ions with the total composition C4H13NOS, computed with wB97M-V/def2-TZVPD.

Results
HOMO level   -0.3028 Ha

```
20
Properties=species:S:1:pos:R:3:mulliken_charge:R:1
C 2.5257 0.3301 -0.0668 -0.32
C 1.2138 0.6769 -0.7930 -0.80
C 0.2581 1.0100 0.3466 -0.51
S -1.2779 1.4579 -0.2568 -0.09
C -3.1483 -1.0993 0.0217 -0.98
N 2.2928 -0.7897 0.7274 -0.60
H 3.2540 0.0986 -0.8732 0.29
H 2.8575 1.2204 0.4902 0.36
H 1.2969 1.4945 -1.5090 0.49
H 0.8356 -0.2155 -1.2915 0.31
H 0.2758 0.1010 1.0135 0.35
H 0.6363 1.8199 0.9890 0.31
H -3.2400 -0.8838 -1.0475 0.27
H -3.7172 -1.9815 0.2763 0.31
H -3.5534 -0.2427 0.5731 0.29
H 0.9303 -1.7234 0.4691 0.41
H 2.8093 -0.7308 1.6003 0.16
H 0.3179 -3.1425 0.2926 0.28
H -2.1033 -1.1844 0.2811 0.13
O 0.1052 -2.2093 0.2129 -0.67
```

***

Top of the stability list: i), leading by 428.8 kJ/mol.

***

i) 2 unconnected molecules or ions with the total composition C14H16, computed with wB97M-V/def2-TZVPD.

Results
Structure (SMILES)   Cc1ccccc1.Cc1ccccc1
HOMO level   -0.3177 Ha

```
30
Properties=species:S:1:pos:R:3:mulliken_charge:R:1
C 2.3322 -2.5101 0.8615 -1.56
C -0.1304 -1.9708 1.1418 -0.31
C 0.9943 -2.0541 0.3082 0.68
C -1.3775 -1.6806 0.6338 -0.89
C 0.8673 -1.7699 -1.0372 0.02
C -1.4443 -1.2947 -0.7146 -0.09
C -0.3983 -1.4890 -1.5890 -0.79
H 0.0505 -2.2804 2.1676 0.32
H -2.3009 -1.5767 1.1829 0.41
H 3.1408 -1.9258 0.4335 0.33
H 2.4178 -3.5321 0.4727 0.38
H 1.7191 -1.7309 -1.7070 0.36
H -2.4200 -0.9879 -1.0771 0.39
H -0.5928 -1.4279 -2.6499 0.39
H 2.2955 -2.5819 1.9425 0.37
C 2.1539 1.4891 0.4987 -1.45
C -2.0258 2.1590 -0.3027 -0.65
C -1.6291 1.5958 0.9011 -0.54
C -1.0755 2.4282 -1.3003 -0.48
C -0.2827 1.4688 1.1748 -0.38
C 0.2595 2.2143 -1.0537 -0.53
C 0.6717 1.6929 0.1836 1.19
H -3.0572 2.4572 -0.4391 0.38
H -2.4559 1.3049 1.5348 0.44
H -1.4860 2.7651 -2.2445 0.36
H 0.0995 1.1184 2.1275 0.30
H 0.9625 2.2301 -1.8811 0.34
H 2.6876 2.1888 -0.1504 0.43
H 2.4473 0.5270 0.0984 0.21
H 2.2819 1.6546 1.5607 0.39
```

***

ii) 2 unconnected molecules or ions with the total composition C14H16, computed with wB97M-V/def2-TZVPD.

Results
Structure (SMILES)   Cc1ccccc1.Cc1ccccc1
HOMO level   -0.3255 Ha

```
30
Properties=species:S:1:pos:R:3:mulliken_charge:R:1
C -2.3282 -2.8662 0.7674 -1.29
C -1.3739 -3.7318 -1.3852 -0.73
C -1.2457 -2.8823 -0.2579 0.81
C -0.6503 -3.4237 -2.5308 -0.28
C 0.5491 -2.6922 -2.3976 -0.60
C -0.0261 -2.2868 -0.0794 -0.56
C 0.8708 -2.1709 -1.1592 -0.27
H -2.2610 -4.3699 -1.4236 0.31
H -0.9604 -3.8679 -3.4667 0.35
H -2.1320 -3.0213 1.8554 0.31
H -3.2291 -3.3932 0.4693 0.34
H 1.0347 -2.4813 -3.3362 0.36
H 0.2345 -1.7271 0.8184 0.37
H 1.8488 -1.7659 -0.9525 0.54
H -2.7225 -1.8408 0.7410 0.31
C 1.0048 3.4514 2.9486 -1.24
C 0.5365 2.0862 -1.0904 -0.51
C 1.4330 1.4652 -0.2174 -0.30
C -0.1111 3.2354 -0.6804 -0.32
C 1.7038 2.1555 0.9773 -0.56
C 0.1403 3.8886 0.5109 -0.47
C 0.9854 3.2593 1.4497 0.66
H 0.5599 1.7672 -2.1248 0.37
H 1.9484 0.6272 -0.6698 0.43
H -0.7936 3.7286 -1.3565 0.33
H 2.3526 1.6788 1.7203 0.24
H -0.2565 4.8259 0.8341 0.42
H 1.4344 4.3649 3.3432 0.30
H 1.4991 2.6133 3.4237 0.37
H -0.0456 3.3736 3.2691 0.28
```

***

Top of the stability list: i), leading by 78.6 kJ/mol.

***

i) 2 unconnected molecules or ions with the total composition C14H16, computed with wB97M-V/def2-TZVPD.

Results
Structure (SMILES)   Cc1ccccc1.Cc1ccccc1
HOMO level   -0.3255 Ha

```
30
Properties=species:S:1:pos:R:3:mulliken_charge:R:1
C -2.3000 3.8646 -1.7003 -1.32
C -2.7973 0.0993 -1.5639 -0.44
C -1.5613 -0.3311 -2.0096 -0.35
C -2.9809 1.4633 -1.3184 -0.46
C -1.9995 2.3900 -1.6636 0.79
C -0.5572 0.5700 -2.3454 -0.51
C -0.7413 1.9067 -2.0364 -0.44
H -3.6744 -0.5258 -1.4763 0.36
H -1.4049 -1.3997 -2.0598 0.37
H -3.9722 1.8672 -1.1679 0.30
H 0.3160 0.1118 -2.7909 0.37
H -3.3050 4.0646 -2.0853 0.36
H -1.6207 4.3700 -2.3839 0.36
H 0.0536 2.6278 -2.2131 0.34
H -2.3159 4.3272 -0.7059 0.28
C 0.7779 -2.2304 3.6507 -1.34
C 3.2040 -0.4898 1.2837 -0.31
C 3.1260 -1.3256 0.1913 -0.66
C 2.3529 -0.7101 2.3805 -0.48
C 1.4995 -1.7872 2.3972 0.81
C 2.0691 -2.2304 0.1015 -0.30
C 1.3190 -2.5344 1.2154 -0.57
H 3.9590 0.2804 1.3812 0.39
H 3.8834 -1.2286 -0.5782 0.36
H 2.4983 -0.1189 3.2757 0.35
H 1.8308 -2.6504 -0.8679 0.40
H 0.5868 -3.3005 3.5928 0.37
H -0.1648 -1.7089 3.8291 0.28
H 0.4900 -3.2239 1.1480 0.34
H 1.4289 -2.1467 4.5195 0.36
```

***

ii) 2 unconnected molecules or ions with the total composition C14H16, computed with wB97M-V/def2-TZVPD.

Results
Structure (SMILES)   Cc1ccccc1.Cc1ccccc1
HOMO level   -0.3211 Ha

```
30
Properties=species:S:1:pos:R:3:mulliken_charge:R:1
C -1.1705 -0.0870 2.1338 -1.47
C -3.2472 0.4923 -0.9765 -0.83
C -2.7340 0.0211 0.2262 -0.20
C -2.7340 1.6858 -1.4058 -0.27
C -1.6304 0.5727 0.8357 0.72
C -1.5566 2.2337 -0.8934 -0.67
C -0.9554 1.6496 0.2074 -0.16
H -4.1153 0.0899 -1.4462 0.46
H -3.0842 -0.8705 0.7425 0.36
H -3.3528 2.0480 -2.2427 0.29
H -1.0535 3.0633 -1.3863 0.33
H -0.6387 0.6481 2.7558 0.36
H -0.4556 -0.9118 2.0267 0.13
H -0.0672 2.0547 0.6540 0.43
H -2.0251 -0.4590 2.6783 0.49
C 1.8972 -2.2584 1.3796 -1.63
C 2.0353 0.4262 -1.8840 -0.78
C 0.7677 -0.0011 -1.4966 -0.30
C 3.1610 0.3055 -1.0115 -0.63
C 0.7257 -1.0312 -0.5411 -0.22
C 3.0564 -0.6469 -0.0280 -0.47
C 1.8262 -1.2742 0.2476 0.96
H 2.1644 1.0979 -2.7251 0.34
H -0.0693 0.3926 -2.0673 0.47
H 4.0108 0.8208 -1.3932 0.38
H -0.1713 -1.6068 -0.3472 0.47
H 3.7987 -0.9181 0.7352 0.30
H 1.5951 -1.7427 2.3073 0.31
H 2.8407 -2.7220 1.6902 0.44
H 1.1819 -3.0723 1.2247 0.37
```

***

Top of the stability list: i), leading by 51.1 kJ/mol.

***

i) 2 unconnected molecules or ions with the total composition C14H16, computed with wB97M-V/def2-TZVPD.

Results
Structure (SMILES)   Cc1ccccc1.Cc1ccccc1
HOMO level   -0.3241 Ha

```
30
Properties=species:S:1:pos:R:3:mulliken_charge:R:1
C -1.3995 0.6800 3.4741 -1.51
C -1.2079 -0.3798 -0.1473 -0.19
C -0.9675 -0.3282 1.2127 -0.57
C -2.2841 0.3164 -0.6939 -0.66
C -1.7823 0.4775 2.0332 0.83
C -3.0811 1.1191 0.0988 -0.50
C -2.7575 1.2576 1.4439 -0.50
H -0.5927 -1.0305 -0.7565 0.60
H -0.1407 -0.8335 1.6880 0.26
H -2.5885 0.0122 -1.6823 0.39
H -3.9327 1.6585 -0.3063 0.37
H -0.8498 -0.1616 3.8889 0.39
H -2.2411 0.9162 4.1189 0.40
H -3.2552 1.9628 2.0920 0.36
H -0.7498 1.5483 3.5762 0.29
C 2.9161 -1.0706 0.9561 -1.33
C 1.1105 0.0140 -2.7666 -0.51
C 1.5602 -1.2831 -2.5622 -0.47
C 1.3503 0.9814 -1.7902 -0.52
C 2.1137 -1.6546 -1.3447 -0.49
C 1.8918 0.6236 -0.5762 -0.46
C 2.3038 -0.6943 -0.3646 1.06
H 0.4750 0.2228 -3.6210 0.40
H 1.4393 -1.9596 -3.3959 0.34
H 1.1416 1.9880 -2.1345 0.36
H 2.3895 -2.6862 -1.1535 0.34
H 1.9650 1.3053 0.2593 0.37
H 3.5946 -0.2716 1.2526 0.37
H 3.4981 -1.9906 0.8746 0.39
H 2.1586 -1.1675 1.7306 0.19
```

***

ii) 2 unconnected molecules or ions with the total composition C14H16, computed with wB97M-V/def2-TZVPD.

Results
Structure (SMILES)   Cc1ccccc1.Cc1ccccc1
HOMO level   -0.3218 Ha

```
30
Properties=species:S:1:pos:R:3:mulliken_charge:R:1
C -1.9471 -2.4194 3.6702 -1.15
C -1.4655 -2.8643 -0.0997 -0.47
C -1.4276 -1.6402 -0.6386 -0.37
C -1.8105 -3.0419 1.2353 -0.52
C -1.9684 -2.1653 2.2854 0.68
C -1.9291 -0.7231 0.2700 -0.30
C -2.1014 -0.8722 1.6269 -0.62
H -0.9925 -3.7969 -0.4796 0.25
H -0.9095 -1.3637 -1.4489 0.52
H -1.5976 -4.0808 1.6780 0.13
H -2.3446 0.1172 -0.2170 0.56
H -1.5699 -3.4352 4.0670 0.31
H -2.8956 -2.1985 4.2517 0.27
H -2.3450 0.0086 2.1348 0.43
H -1.2961 -1.5773 4.1087 0.28
C 4.2337 2.0323 -1.1128 -1.33
C 0.4529 2.3567 -0.3171 -0.56
C -0.0964 1.7598 -1.4437 -0.22
C 1.9327 2.6046 -0.1428 -0.49
C 2.6771 2.0665 -1.1372 0.71
C 0.7356 1.4105 -2.4946 -0.61
C 2.0569 1.6456 -2.3521 -0.37
H -0.1023 2.5435 0.4889 0.48
H -1.1745 1.4237 -1.3671 0.42
H 2.3246 3.2327 0.7261 0.30
H 0.2857 1.1805 -3.4631 0.39
H 4.4593 0.8774 -1.2298 0.25
H 4.5878 2.3070 -0.1817 0.39
H 2.5333 1.4463 -3.3003 0.31
H 4.9792 2.4180 -1.8630 0.30
```

***

Top of the stability list: i), leading by 322.3 kJ/mol.